Here is a molecular structure, C40H39AsBiCl2O3PS6 from the Open Molecules 2025 dataset. Energies are from wB97M-V/def2-TZVPD.

Structure (XYZ):
```
93
C40H39AsBiCl2O3PS6 (wB97M-V/def2-TZVPD)
Bi 0.4556 -0.5277 0.8060
S 3.9172 2.0711 2.5628
As 2.6973 0.4466 3.2690
S 2.6828 -1.2695 1.7971
S 0.5253 0.9166 3.2446
S 3.3143 -0.1736 5.1818
C -6.0161 0.0223 -1.6836
C -4.9217 0.7438 -2.1446
C -3.6403 0.2349 -1.9912
C -3.4090 -1.0230 -1.4213
C -4.5172 -1.7162 -0.9339
C -5.8037 -1.1999 -1.0639
P -1.5942 -1.5196 -1.2751
C -1.3812 -2.2110 -2.9772
C -2.0069 -1.6690 -4.0988
C -1.7544 -2.1669 -5.3713
C -0.8878 -3.2355 -5.5501
C -0.2574 -3.7851 -4.4411
C -0.4916 -3.2722 -3.1732
C -1.8448 -3.0946 -0.3184
C -2.5072 -4.1365 -0.9241
C -2.8809 -5.3010 -0.2289
C -2.6289 -5.3897 1.1072
C -1.9462 -4.3512 1.7825
C -1.7330 -4.4592 3.1787
C -1.0857 -3.4713 3.8556
C -0.5622 -2.3678 3.1490
C -0.7256 -2.2161 1.7984
C -1.4902 -3.1947 1.0719
H -7.0212 0.4151 -1.7909
H -5.0608 1.7074 -2.6227
H -2.7892 0.8241 -2.3139
H -4.3889 -2.6737 -0.4479
H -6.6452 -1.7667 -0.6794
H -2.7044 -0.8516 -3.9825
H -2.2425 -1.7166 -6.2293
H -0.7116 -3.6356 -6.5424
H 0.4273 -4.6175 -4.5600
H 0.0167 -3.6832 -2.3097
H -2.7796 -4.0567 -1.9686
H -3.3973 -6.0978 -0.7521
H -2.9512 -6.2523 1.6822
H -2.0951 -5.3460 3.6895
H -0.9464 -3.5371 4.9285
H -0.0029 -1.6263 3.7099
Cl -1.5121 2.6337 -0.0728
C -2.2408 2.2096 1.4944
Cl -3.0110 0.6124 1.4525
H -2.9965 2.9521 1.7217
H -1.4487 2.1829 2.2347
O 1.4275 1.7778 -1.1306
S 2.4214 2.2859 -0.1201
C 3.8149 2.8376 -1.1827
C 3.6162 2.3828 -2.6339
C 2.5135 3.1254 -3.4573
C 1.3518 2.2698 -3.9937
S -0.1612 2.2268 -2.9259
O -0.5568 0.7970 -2.8908
C -1.3231 2.8916 -4.1808
C -1.8784 4.1442 -3.9663
C -2.8710 4.6202 -4.8178
C -3.3169 3.8290 -5.8665
C -2.7718 2.5635 -6.0682
C -1.7723 2.0972 -5.2283
C 1.8026 3.9265 0.3981
C 1.8170 5.0752 -0.3831
C 1.2726 6.2601 0.0988
C 0.6977 6.3007 1.3611
C 0.6708 5.1505 2.1373
C 1.2229 3.9702 1.6594
H 4.6843 2.3589 -0.7276
H 3.9484 3.9147 -1.1134
H 3.4098 1.3111 -2.6389
H 4.5728 2.5327 -3.1391
H 2.9935 3.5979 -4.3176
H 2.0833 3.9293 -2.8631
H 1.6264 1.2147 -4.0543
H 1.0303 2.6126 -4.9752
H -1.5435 4.7348 -3.1184
H -3.3113 5.5956 -4.6480
H -4.1004 4.1900 -6.5224
H -3.1428 1.9344 -6.8683
H -1.3469 1.1057 -5.3536
H 2.2528 5.0806 -1.3701
H 1.2996 7.1498 -0.5202
H 0.2783 7.2278 1.7359
H 0.2303 5.1629 3.1270
H 1.2107 3.0829 2.2806
C 1.9185 -1.7221 -1.6686
O 0.8455 -2.0901 -0.8485
H 2.0052 -2.4053 -2.5298
H 2.8768 -1.7555 -1.1289
H 1.8047 -0.7038 -2.0784
```

Values from the calculation:
Frontier orbital gap: 5.18 eV
Energy above the lowest of the compared OMol25 structures with the same formula, charge and spin: 20.14 kJ/mol
HOMO level: -1.57 eV
Total charge: -2

Atomic partial charges in e from the Löwdin method, atoms 1 to 5:
1. Bi 1.215
2. S -0.141
3. As -0.484
4. S -0.035
5. S -0.073

---

Here is a molecular structure, C40H39BN11O3RuS from the Open Molecules 2025 dataset. Energies are from wB97M-V/def2-TZVPD.

Structure (XYZ):
```
96
C40H39BN11O3RuS (wB97M-V/def2-TZVPD)
Ru 0.1344 -0.4122 0.1328
C -1.2999 2.9933 -0.8300
C -0.9142 2.7666 0.5906
C -1.1745 3.6149 1.6762
C -0.6990 2.9400 2.7755
N -0.1628 1.7812 2.3586
N -0.3112 1.6546 1.0151
B 0.4239 0.5708 3.1325
N -0.5635 -0.6069 3.0102
C -1.4670 -1.0539 3.8966
C -2.2041 -2.0479 3.2956
C -1.6852 -2.1590 1.9987
C -2.1139 -3.1343 0.9551
N -0.7035 -1.2744 1.8305
N 1.7885 0.1907 2.5154
C 2.9941 0.2777 3.1041
C 3.9472 -0.0533 2.1735
C 3.2315 -0.3510 1.0057
C 3.8192 -0.8195 -0.2823
N 1.9241 -0.1955 1.2251
N 0.6782 0.9578 4.5878
C 1.2206 2.1080 5.0594
C 1.6002 1.8995 6.3604
C 1.2652 0.5518 6.6138
C 1.4628 -0.2356 7.8682
N 0.7277 -0.0055 5.5438
H -0.7923 3.8713 -1.2379
H -1.0439 2.1323 -1.4386
H -2.3735 3.1708 -0.9027
H -1.6585 4.5762 1.6566
H -0.7246 3.2027 3.8179
H -1.4833 -0.6689 4.8994
H -2.9843 -2.6454 3.7336
H -2.3204 -4.0960 1.4251
H -3.0278 -2.8045 0.4554
H -1.3401 -3.2806 0.2061
H 3.0862 0.5481 4.1419
H 5.0127 -0.1075 2.3153
H 4.3762 -1.7452 -0.1304
H 3.0452 -1.0300 -1.0122
H 4.5157 -0.0789 -0.6818
H 1.3364 2.9757 4.4332
H 2.0477 2.6109 7.0332
H 1.3913 0.4052 8.7466
H 0.7114 -1.0194 7.9452
H 2.4450 -0.7112 7.8811
C -5.4356 0.7114 -0.7117
C -4.4778 0.9809 0.2528
C -3.1897 0.4789 0.1189
C -2.8541 -0.2877 -0.9882
C -3.8232 -0.5880 -1.9477
C -5.1038 -0.0821 -1.8060
N -1.5174 -0.8142 -1.0588
N -1.3733 -1.6675 -1.9829
C -0.1805 -2.3666 -1.8880
C 0.0273 -3.4267 -2.7821
C 1.0593 -4.3052 -2.5377
C 1.8286 -4.1397 -1.3762
C 1.6149 -3.0836 -0.5095
C 0.6234 -2.1123 -0.7532
H -6.4414 1.0980 -0.6060
H -4.7286 1.5731 1.1240
H -2.4413 0.6622 0.8749
H -3.5563 -1.2028 -2.7930
H -5.8517 -0.3106 -2.5550
H -0.6390 -3.5489 -3.6272
H 1.2482 -5.1370 -3.2033
H 2.6048 -4.8635 -1.1530
H 2.2313 -3.0022 0.3796
O -4.9268 6.5069 -3.0203
C -3.8540 6.3454 -3.8227
O -3.4083 7.2808 -4.4242
C -3.2620 4.9687 -3.9105
C -1.9924 4.8643 -4.4817
C -1.3741 3.6367 -4.5775
C -2.0178 2.4719 -4.1184
S -1.2461 0.9419 -4.1775
C -3.3073 2.5855 -3.5705
C -3.9155 3.8204 -3.4653
H -5.1236 5.6920 -2.5438
H -1.5106 5.7658 -4.8335
H -0.3820 3.5479 -4.9997
H -3.8070 1.6944 -3.2139
H -4.9145 3.8549 -3.0443
O 0.7269 0.7639 -1.5637
N 1.8622 0.7686 -2.2123
C 2.7766 1.7098 -1.9164
C 3.9570 1.7762 -2.6229
C 4.2018 0.8602 -3.6352
C 3.2455 -0.1037 -3.9126
C 2.0738 -0.1335 -3.1880
H 2.4926 2.3576 -1.1003
H 4.6751 2.5410 -2.3648
H 5.1257 0.8941 -4.1951
H 3.3936 -0.8431 -4.6861
H 1.2763 -0.8533 -3.3134
```

Values from the calculation:
⟨S²⟩: 0.777
2S+1: 2
Frontier orbital gap (alpha / beta): 6.60 / 4.55 eV
Energy above the lowest of the compared OMol25 structures with the same formula, charge and spin: 27.68 kJ/mol
HOMO level (alpha / beta): -6.89 / -6.89 eV
Total charge: 0

Atomic partial charges in e from the Löwdin method, atoms 1 to 5:
1. Ru 1.114
2. C -0.034
3. C -0.341
4. C -0.016
5. C -0.072

---

Here is a molecular structure, C40H39Cl5N3OPSV from the Open Molecules 2025 dataset. Energies are from wB97M-V/def2-TZVPD.

Structure (XYZ):
```
91
C40H39Cl5N3OPSV (wB97M-V/def2-TZVPD)
V -0.2086 0.8847 0.3651
C -5.7222 -2.4485 -0.8480
C -5.6083 -0.9361 -0.7539
N -4.6619 -0.5250 0.2955
C -5.2399 -0.3385 1.6292
C -5.6323 1.1081 1.8897
C -3.3712 -0.3598 0.0410
S -2.3369 0.1240 1.3328
N -2.9848 -0.7104 -1.2156
C -1.8742 -0.3285 -1.7579
O -1.0389 0.5362 -1.2498
C -1.5000 -0.9018 -3.0679
C -0.2000 -0.7468 -3.5445
C 0.1657 -1.3122 -4.7550
C -0.7688 -2.0198 -5.4987
C -2.0672 -2.1720 -5.0281
C -2.4319 -1.6217 -3.8117
H -6.4070 -2.7203 -1.6515
H -6.1006 -2.8855 0.0765
H -4.7468 -2.8833 -1.0656
H -6.5661 -0.4811 -0.4985
H -5.2816 -0.5192 -1.7007
H -4.5265 -0.6855 2.3746
H -6.1113 -0.9909 1.6815
H -4.7498 1.7481 1.8741
H -6.0998 1.1977 2.8701
H -6.3420 1.4653 1.1415
H 0.5252 -0.1977 -2.9596
H 1.1792 -1.2043 -5.1175
H -0.4837 -2.4568 -6.4466
H -2.7932 -2.7233 -5.6100
H -3.4346 -1.7434 -3.4262
Cl 0.1019 2.0761 3.8285
C 0.4759 0.4286 3.4517
C 0.3418 -0.0435 2.1524
C 0.5281 -1.4053 1.9648
Cl 0.1669 -2.0204 0.3730
C 0.9146 -2.2803 2.9672
Cl 1.1419 -3.9475 2.6397
C 1.1038 -1.7678 4.2492
Cl 1.5929 -2.8078 5.5209
C 0.8648 -0.4159 4.4952
Cl 1.0439 0.1976 6.0886
C 4.0962 1.4485 -0.6219
C 2.8615 1.6966 0.2477
C 3.2174 1.5960 1.7245
C 1.7676 0.7154 -0.1587
H 4.9111 2.1193 -0.3427
H 3.8747 1.6066 -1.6794
H 4.4522 0.4224 -0.5009
H 2.5090 2.7101 0.0348
H 3.5016 0.5725 1.9850
H 2.3832 1.8897 2.3599
H 4.0657 2.2432 1.9600
H 2.1036 -0.3114 -0.0060
H 1.5637 0.8289 -1.2374
N -0.2404 2.5128 0.6513
P -0.2365 4.1355 0.5499
C 0.6246 4.6056 -0.9470
C 1.3922 5.7666 -0.9980
C 2.0131 6.1259 -2.1857
C 1.8656 5.3323 -3.3136
C 1.0897 4.1800 -3.2651
C 0.4648 3.8149 -2.0852
C -1.9270 4.7118 0.4604
C -2.9776 3.8526 0.7654
C -4.2816 4.3249 0.7009
C -4.5288 5.6396 0.3359
C -3.4762 6.4954 0.0299
C -2.1730 6.0338 0.0893
C 0.5541 4.8773 1.9658
C -0.2311 5.3967 2.9946
C 0.3743 5.8517 4.1558
C 1.7544 5.7890 4.2884
C 2.5372 5.2768 3.2618
C 1.9410 4.8175 2.1005
H 1.5191 6.3811 -0.1156
H 2.6158 7.0231 -2.2265
H 2.3556 5.6132 -4.2364
H 0.9700 3.5665 -4.1482
H -0.1451 2.9195 -2.0506
H -2.7767 2.8270 1.0515
H -5.1050 3.6628 0.9351
H -5.5470 6.0023 0.2850
H -3.6734 7.5188 -0.2591
H -1.3530 6.6981 -0.1579
H -1.3079 5.4376 2.8947
H -0.2323 6.2516 4.9569
H 2.2240 6.1414 5.1973
H 3.6125 5.2282 3.3698
H 2.5529 4.4064 1.3075
```

Values from the calculation:
Frontier orbital gap: 7.62 eV
Energy above the lowest of the compared OMol25 structures with the same formula, charge and spin: 0.00 kJ/mol
HOMO level: -10.89 eV
Total charge: +1

Atomic partial charges in e from the Löwdin method, atoms 1 to 5:
1. V 0.647
2. C -0.063
3. C -0.193
4. N -0.111
5. C -0.229

---

Here is a molecular structure, C40H39CoF5N3PSe from the Open Molecules 2025 dataset. Energies are from wB97M-V/def2-TZVPD.

Structure (XYZ):
```
90
C40H39CoF5N3PSe (wB97M-V/def2-TZVPD)
Co -0.0160 0.5867 0.3221
C 1.3957 4.0656 -1.9992
C 0.9027 2.7948 -1.6822
N 0.8785 2.3251 -0.4506
C 1.3617 3.1009 0.5505
C 1.8610 4.3875 0.3311
C 1.8679 4.8643 -0.9921
C 2.3506 5.1583 1.4393
C 2.3603 4.6478 2.6866
C 1.8817 3.3177 2.9401
C 1.9135 2.7257 4.2155
C 1.4651 1.4411 4.3771
C 0.9639 0.7562 3.2663
N 0.9046 1.2949 2.0621
C 1.3722 2.5551 1.8851
H 1.3963 4.3944 -3.0283
H 0.5173 2.1436 -2.4557
H 2.2534 5.8540 -1.2019
H 2.7176 6.1585 1.2495
H 2.7378 5.2259 3.5198
H 2.3046 3.2867 5.0548
H 1.4902 0.9507 5.3392
H 0.6076 -0.2618 3.3627
C -2.7708 2.6689 -1.6976
C -2.9351 2.7540 -0.1783
C -4.3669 3.1390 0.1873
P -2.2798 1.1954 0.5770
C -3.0387 1.0519 2.2494
C -2.5626 2.1961 3.1465
C -2.6874 -0.3124 2.8416
C -2.9328 -0.2035 -0.3566
C -4.2968 -0.4233 -0.5580
C -4.7723 -1.5074 -1.2746
C -6.2432 -1.7195 -1.5114
C -3.8221 -2.3901 -1.7912
C -2.4685 -2.2041 -1.5986
C -1.9830 -1.1075 -0.8697
N -0.6163 -0.8972 -0.6910
C 0.2619 -1.9685 -1.0040
C 1.1080 -1.8841 -2.1193
C 1.0835 -0.6720 -3.0084
C 1.9681 -2.9386 -2.4067
C 2.0253 -4.0756 -1.6116
C 2.9376 -5.2254 -1.9428
C 1.1969 -4.1302 -0.4956
C 0.3173 -3.1062 -0.1792
C -0.5485 -3.2079 1.0445
H -2.9151 3.6519 -2.1482
H -3.5055 1.9851 -2.1233
H -1.7832 2.3032 -1.9827
H -2.2581 3.5304 0.1985
H -5.0862 2.4280 -0.2188
H -4.5966 4.1131 -0.2487
H -4.5275 3.2140 1.2612
H -4.1229 1.1106 2.1195
H -1.4715 2.2144 3.2121
H -2.9527 2.0706 4.1577
H -2.8875 3.1715 2.7839
H -1.6089 -0.4912 2.8028
H -3.1760 -1.1218 2.3003
H -2.9924 -0.3620 3.8880
H -5.0154 0.2669 -0.1293
H -6.8426 -1.0429 -0.9032
H -6.5404 -2.7412 -1.2736
H -6.4992 -1.5421 -2.5576
H -4.1558 -3.2516 -2.3588
H -1.7610 -2.9119 -2.0130
H 0.0588 -0.3751 -3.2385
H 1.6106 -0.8688 -3.9410
H 1.5820 0.1689 -2.5193
H 2.6027 -2.8709 -3.2846
H 3.6774 -4.9428 -2.6908
H 2.3695 -6.0673 -2.3428
H 3.4587 -5.5836 -1.0543
H 1.2372 -5.0019 0.1492
H -0.2088 -4.0178 1.6877
H -1.5926 -3.3952 0.7831
H -0.5285 -2.2765 1.6151
F 7.1886 -3.7783 -2.0240
C 6.2332 -3.0853 -1.4261
C 5.7128 -1.9551 -2.0426
F 6.1758 -1.5789 -3.2318
C 4.7137 -1.2429 -1.4146
F 4.2214 -0.1752 -2.0396
C 4.2125 -1.6248 -0.1657
Se 2.8558 -0.6624 0.6648
C 4.7504 -2.7743 0.4235
F 4.3037 -3.2033 1.5977
C 5.7509 -3.4982 -0.1925
F 6.2502 -4.5909 0.3769
```

Values from the calculation:
⟨S²⟩: 6.032
2S+1: 5
Frontier orbital gap (alpha / beta): 6.16 / 4.93 eV
Energy above the lowest of the compared OMol25 structures with the same formula, charge and spin: 0.00 kJ/mol
HOMO level (alpha / beta): -9.57 / -9.67 eV
Total charge: +1

Atomic partial charges in e from the Löwdin method, atoms 1 to 5:
1. Co 0.538
2. C -0.008
3. C -0.097
4. N 0.056
5. C -0.141

---

Here is a molecular structure, C40H39F9N2PPdSSe3 from the Open Molecules 2025 dataset. Energies are from wB97M-V/def2-TZVPD.

Structure (XYZ):
```
96
C40H39F9N2PPdSSe3 (wB97M-V/def2-TZVPD)
Pd 0.2386 0.3606 0.5854
C -0.2942 2.0830 4.0400
Se -0.9971 1.8547 2.2439
C -0.3284 3.5017 1.4285
C 1.1759 3.6462 1.5214
Se 2.1651 2.0028 1.0800
C 3.3341 2.6798 -0.3191
H -0.9818 2.7798 4.5155
H 0.7216 2.4667 4.0515
H -0.3459 1.1188 4.5394
H -0.8180 4.3497 1.9098
H -0.6680 3.4337 0.3965
H 1.4947 3.9065 2.5277
H 1.5202 4.4285 0.8452
H 2.7706 3.0561 -1.1679
H 3.9913 1.8682 -0.6220
H 3.9308 3.4717 0.1263
N 1.2577 -5.0686 -3.8967
C 2.0221 -3.9777 -3.7493
S 3.2615 -3.6202 -4.7585
C 1.6669 -3.0520 -2.6176
C 0.6338 -3.3041 -1.7167
C 0.2954 -2.3537 -0.7751
N 0.9473 -1.1925 -0.6640
C 1.9906 -0.9637 -1.4842
C 2.3708 -1.8574 -2.4577
H 1.4652 -5.6982 -4.6571
H 0.5008 -5.3217 -3.2873
H 0.0559 -4.2164 -1.7362
H -0.5179 -2.5287 -0.0825
H 2.5238 -0.0326 -1.3491
H 3.2021 -1.6375 -3.1143
C 5.9432 -3.3753 5.8544
C 4.8803 -2.8630 4.9721
C 4.3314 -3.6812 3.9538
C 3.3287 -3.2464 3.1439
C 2.7976 -4.1392 2.0683
C 2.8046 -1.8895 3.3643
Se 1.3439 -1.3977 2.4489
C 3.4123 -1.0191 4.3760
C 2.9661 0.3874 4.6213
C 4.4101 -1.5362 5.1418
H 6.2375 -4.3932 5.6168
H 5.6053 -3.3303 6.8963
H 6.8191 -2.7194 5.8064
H 4.7266 -4.6802 3.8234
H 3.3236 -5.0902 2.0763
H 2.9270 -3.6788 1.0871
H 1.7340 -4.3333 2.2076
H 2.2184 0.7137 3.9057
H 3.8227 1.0596 4.5618
H 2.5540 0.4722 5.6288
H 4.8589 -0.9228 5.9141
F -0.7517 5.2212 -5.6786
C -0.6484 5.5396 -4.3864
F 0.5670 6.0595 -4.1780
F -1.5578 6.4807 -4.1143
C -0.8788 4.3204 -3.5160
C 0.1775 3.7252 -2.8470
C -0.0650 2.6292 -2.0305
C -1.3572 2.1331 -1.8884
C -2.4072 2.7039 -2.6124
C -2.1650 3.8010 -3.4188
P -1.6891 0.6767 -0.8592
C -3.1652 0.9963 0.1129
C -3.7387 -0.0732 0.8052
C -4.8001 0.1422 1.6665
C -5.2764 1.4330 1.8577
C -4.7169 2.5025 1.1752
C -3.6552 2.2889 0.3095
C -6.3926 1.7067 2.8463
F -7.5288 2.0033 2.2158
F -6.6087 0.6536 3.6379
F -6.0642 2.7508 3.6237
C -2.0971 -0.5508 -2.1324
C -1.1343 -0.7718 -3.1190
C -1.4021 -1.6150 -4.1789
C -2.6377 -2.2445 -4.2540
C -3.6215 -1.9887 -3.3122
C -3.3573 -1.1346 -2.2500
C -2.8751 -3.2826 -5.3282
F -4.1476 -3.3256 -5.7082
F -2.1118 -3.0644 -6.4016
F -2.5458 -4.4984 -4.8385
H 1.1767 4.1200 -2.9718
H 0.7527 2.1384 -1.5167
H -3.4069 2.2906 -2.5567
H -2.9737 4.2529 -3.9787
H -3.3543 -1.0795 0.6810
H -5.2557 -0.6851 2.1930
H -5.1024 3.5024 1.3263
H -3.2311 3.1308 -0.2217
H -0.1852 -0.2506 -3.0825
H -0.6624 -1.7815 -4.9518
H -4.5971 -2.4458 -3.4118
H -4.1384 -0.9314 -1.5316
```

Values from the calculation:
Frontier orbital gap (alpha / beta): 3.58 / 3.58 eV
Energy above the lowest of the compared OMol25 structures with the same formula, charge and spin: 0.00 kJ/mol
HOMO level (alpha / beta): -14.96 / -14.96 eV
Total charge: +3

Atomic partial charges in e from the Löwdin method, atoms 1 to 5:
1. Pd 0.253
2. C -0.298
3. Se 1.027
4. C -0.463
5. C -0.463

---

| no. | maximum force (Eh/bohr) |
| --- | --- |
| 1 | 0.0201 |
| 2 | 0.0066 |
| 3 | 0.0077 |
| 4 | 0.0099 |
| 5 | 0.0196 |